A | ORCA calculation (ωB97M-V/def2-TZVPD) on a cluster of 4 separate species, C4H16O4 in total.

Properties
* orbital gap: 10.17 eV
* structure (SMILES): CO.CO.CO.CO
* charge: 0
* HOMO: -9.75 eV

Bonds (Å) are listed after each position.
Geometry (Å):
1 C 1.527 2.165 0.470  O2 1.422, H3 1.086, H4 1.091, H5 1.097
2 O 2.317 3.121 -0.225  C1 1.422, H6 0.961
3 H 1.330 2.565 1.461  C1 1.086
4 H 0.594 1.943 -0.052  C1 1.091
5 H 2.063 1.217 0.600  C1 1.097
6 H 2.331 2.875 -1.154  O2 0.961
7 C -1.220 -1.420 1.135  O8 1.426, H9 1.093, H10 1.093, H11 1.093
8 O -0.413 -0.963 0.051  C7 1.426, H12 0.965
9 H -1.137 -0.761 2.003  C7 1.093
10 H -2.269 -1.532 0.850  C7 1.093
11 H -0.870 -2.409 1.438  C7 1.093
12 H -0.942 -0.356 -0.481  O8 0.965
13 C 2.417 -1.972 0.885  O14 1.409, H15 1.097, H16 1.089, H17 1.096
14 O 1.684 -3.003 0.265  C13 1.409, H18 0.965
15 H 1.904 -1.555 1.760  C13 1.097
16 H 3.366 -2.393 1.214  C13 1.089
17 H 2.621 -1.144 0.196  C13 1.096
18 H 0.813 -2.640 0.060  O14 0.965
19 C -2.948 0.818 -1.885  O20 1.433, H21 1.089, H22 1.090, H23 1.091
20 O -1.703 1.188 -1.280  C19 1.433, H24 0.960
21 H -3.385 1.643 -2.446  C19 1.089
22 H -2.759 0.003 -2.584  C19 1.090
23 H -3.654 0.474 -1.129  C19 1.091
24 H -1.667 2.138 -1.152  O20 0.960

Here are the natural (NBO) charges for atoms 1 to 5, given in e: number 1, C, carries -0.246; number 2, O, carries -0.724; number 3, H, carries 0.179; number 4, H, carries 0.160; number 5, H, carries 0.167

---

B | ORCA calculation (ωB97M-V/def2-TZVPD) on a cluster of 4 separate species, C4H16O4 in total.

Properties
* orbital gap: 10.61 eV
* structure (SMILES): CO.CO.CO.CO
* charge: 0
* HOMO: -10.15 eV

Bonds (Å) are listed after each position.
Geometry (Å):
1 C -1.232 6.602 10.939  O2 1.375, H3 1.090, H4 1.090, H5 1.090
2 O -2.171 5.802 11.549  C1 1.375, H6 0.960
3 H -0.330 6.519 11.546  C1 1.090
4 H -1.024 6.227 9.937  C1 1.090
5 H -1.466 7.665 10.887  C1 1.090
6 H -2.809 6.354 12.008  O2 0.960
7 C 3.970 9.276 15.069  O8 1.377, H9 1.090, H10 1.090, H11 1.090
8 O 2.853 9.810 15.671  C7 1.377, H12 0.960
9 H 3.649 8.927 14.087  C7 1.090
10 H 4.806 9.933 14.832  C7 1.090
11 H 4.350 8.445 15.663  C7 1.090
12 H 2.421 10.459 15.111  O8 0.960
13 C -3.375 16.457 15.651  O14 1.402, H15 1.090, H16 1.090, H17 1.090
14 O -3.922 15.313 15.052  C13 1.402, H18 0.960
15 H -4.088 17.185 16.037  C13 1.090
16 H -2.694 16.245 16.475  C13 1.090
17 H -2.904 17.087 14.896  C13 1.090
18 H -4.551 14.930 15.668  O14 0.960
19 C 1.478 12.956 10.958  O20 1.455, H21 1.090, H22 1.090, H23 1.090
20 O 0.805 13.231 12.219  C19 1.455, H24 0.960
21 H 2.550 12.802 11.085  C19 1.090
22 H 1.237 12.045 10.408  C19 1.090
23 H 1.379 13.712 10.180  C19 1.090
24 H -0.120 13.418 12.043  O20 0.960

Here are the natural (NBO) charges for atoms 1 to 5, given in e: number 1, C, carries -0.242; number 2, O, carries -0.718; number 3, H, carries 0.160; number 4, H, carries 0.170; number 5, H, carries 0.162

---

Most stable structure: A

---

A | ORCA calculation (ωB97M-V/def2-TZVPD) on a cluster of 2 separate species, C12H16Si in total.

Properties
* orbital gap: 7.88 eV
* structure (SMILES): C=C=[Si](C)C=C.Cc1ccccc1
* charge: 0
* HOMO: -7.48 eV

Bonds (Å) are listed after each position.
Geometry (Å):
1 C -2.560 0.706 1.420  C2 1.338, C3 1.369, H14 1.115
2 C -2.359 1.601 0.446  C1 1.338, C4 1.357, H15 1.097
3 C -2.636 -0.640 1.177  C1 1.369, C5 1.382, H16 1.026
4 C -2.265 1.208 -0.850  C2 1.357, C6 1.395, H17 0.983
5 C -2.469 -1.047 -0.133  C3 1.382, C6 1.352, C11 1.494
6 C -2.412 -0.149 -1.142  C4 1.395, C5 1.352, H22 1.069
7 C 1.646 -2.254 -0.007  C9 1.319, H18 1.164, H19 1.057
8 C 4.248 0.778 1.356  C10 1.297, H20 1.053, H21 1.174
9 C 1.966 -1.094 -0.549  C7 1.319, Si13 1.775
10 C 3.504 1.497 0.574  C8 1.297, Si13 1.944, H23 1.081
11 C -2.237 -2.505 -0.362  C5 1.494, H24 1.142, H25 1.081, H26 1.066
12 C 1.012 1.966 -1.227  Si13 1.875, H27 1.057, H28 1.019, H29 1.071
13 Si 1.974 0.661 -0.285  C9 1.775, C10 1.944, C12 1.875
14 H -2.634 0.983 2.497  C1 1.115
15 H -2.478 2.645 0.764  C2 1.097
16 H -2.562 -1.322 1.940  C3 1.026
17 H -2.482 1.819 -1.588  C4 0.983
18 H 2.163 -3.185 -0.475  C7 1.164
19 H 0.760 -2.277 0.569  C7 1.057
20 H 5.126 1.065 1.862  C8 1.053
21 H 4.027 -0.363 1.522  C8 1.174
22 H -2.349 -0.495 -2.151  C6 1.069
23 H 3.864 2.505 0.425  C10 1.081
24 H -1.854 -3.180 0.475  C11 1.142
25 H -3.228 -2.867 -0.595  C11 1.081
26 H -1.603 -2.548 -1.218  C11 1.066
27 H 1.342 2.964 -1.344  C12 1.057
28 H 0.711 1.655 -2.150  C12 1.019
29 H 0.078 2.153 -0.739  C12 1.071

Here are the natural (NBO) charges for atoms 1 to 5, given in e: number 1, C, carries -0.176; number 2, C, carries -0.247; number 3, C, carries -0.219; number 4, C, carries -0.196; number 5, C, carries 0.009

---

B | ORCA calculation (ωB97M-V/def2-TZVPD) on the molecule C12H16Si.

Properties
* orbital gap: 9.20 eV
* structure (SMILES): C1#CCCC2=CCC/C(=C/CC1)[SiH2]2
* charge: 0
* HOMO: -8.33 eV

Bonds (Å) are listed after each position.
Geometry (Å):
1 C -0.140 0.918 1.936  C4 1.187, C8 1.452
2 C -1.492 0.467 -1.411  C5 1.365, C7 1.534, H15 1.080
3 C 0.948 -1.586 0.428  C6 1.278, C9 1.533, H16 1.212
4 C -1.204 1.066 1.431  C1 1.187, C10 1.403
5 C -0.383 -0.258 -1.742  C2 1.365, C11 1.538, Si13 1.901
6 C 1.490 -0.456 0.177  C3 1.278, C12 1.498, Si13 1.864
7 C -1.593 1.880 -0.823  C2 1.534, C10 1.593, H17 1.125, H18 1.157
8 C 1.165 0.577 2.474  C1 1.452, C12 1.499, H19 1.107, H20 1.142
9 C -0.121 -2.303 -0.404  C3 1.533, C11 1.574, H21 1.069, H22 1.116
10 C -2.205 1.629 0.626  C4 1.403, C7 1.593, H23 1.124, H24 1.123
11 C -0.466 -1.790 -1.851  C5 1.538, C9 1.574, H25 1.067, H26 1.105
12 C 2.100 0.252 1.348  C6 1.498, C8 1.499, H27 1.198, H28 1.152
13 Si 1.440 0.243 -1.550  C5 1.901, C6 1.864, H14 1.386, H29 1.432
14 H 1.968 1.507 -1.334  Si13 1.386
15 H -2.451 -0.018 -1.302  C2 1.080
16 H 1.020 -2.243 1.443  C3 1.212
17 H -0.575 2.353 -0.901  C7 1.125
18 H -2.377 2.409 -1.490  C7 1.157
19 H 1.568 1.445 3.032  C8 1.107
20 H 1.080 -0.326 3.168  C8 1.142
21 H 0.045 -3.346 -0.573  C9 1.069
22 H -1.040 -2.096 0.195  C9 1.116
23 H -3.003 0.862 0.432  C10 1.124
24 H -2.460 2.663 0.983  C10 1.123
25 H -1.490 -2.049 -2.006  C11 1.067
26 H 0.325 -2.199 -2.505  C11 1.105
27 H 3.040 -0.307 1.836  C12 1.198
28 H 2.617 1.184 0.911  C12 1.152
29 H 2.193 -0.479 -2.531  Si13 1.432

Here are the natural (NBO) charges for atoms 1 to 5, given in e: number 1, C, carries 0.009; number 2, C, carries -0.193; number 3, C, carries -0.105; number 4, C, carries -0.027; number 5, C, carries -0.357

---

Most stable structure: B

---

A | ORCA calculation (ωB97M-V/def2-TZVPD) on a cluster of 2 separate species, C3H7N2S2 in total.

Properties
* orbital gap: 8.86 eV
* charge: +1
* HOMO: -13.43 eV

Bonds (Å) are listed after each position.
Geometry (Å):
1 C 1.331 -1.537 -0.037  C2 1.334, C3 1.460, H8 1.029
2 C 2.515 -0.945 0.130  C1 1.334, S6 1.699, H9 1.135
3 C 0.162 -0.671 0.085  C1 1.460, N4 1.348, S7 1.704
4 N -1.134 -0.982 -0.121  C3 1.348, H10 1.098, H11 0.981
5 N -1.739 2.005 0.081  H12 1.055, H13 0.999, H14 1.039
6 S 2.719 0.742 0.107  C2 1.699, S7 2.187
7 S 0.548 0.986 -0.005  C3 1.704, S6 2.187
8 H 1.411 -2.548 0.139  C1 1.029
9 H 3.477 -1.510 -0.077  C2 1.135
10 H -1.929 -0.234 -0.001  N4 1.098
11 H -1.438 -1.903 -0.260  N4 0.981
12 H -1.178 2.895 0.168  N5 1.055
13 H -2.533 1.760 0.634  N5 0.999
14 H -2.212 1.941 -0.842  N5 1.039

Here are the natural (NBO) charges for atoms 1 to 5, given in e: number 1, C, carries -0.344; number 2, C, carries -0.274; number 3, C, carries 0.125; number 4, N, carries -0.726; number 5, N, carries -1.110

---

B | ORCA calculation (ωB97M-V/def2-TZVPD) on the ion C3H7N2S2 with charge +1.

Properties
* orbital gap: 10.28 eV
* structure (SMILES): S[C@@H]1NC=[NH+][C@H]1S
* charge: +1
* HOMO: -13.63 eV

Bonds (Å) are listed after each position.
Geometry (Å):
1 C 0.933 0.695 -1.243  N4 1.313, N5 1.292, H8 1.085
2 C -0.888 -0.093 -0.045  C3 1.524, N4 1.450, S6 1.854, H9 1.092
3 C 0.306 -0.310 0.878  C2 1.524, N5 1.726, S7 1.774, H10 1.086
4 N -0.378 0.632 -1.193  C1 1.313, C2 1.450, H11 1.010
5 N 1.540 0.180 -0.225  C1 1.292, C3 1.726, H12 1.007
6 S -1.588 -1.732 -0.557  C2 1.854, H13 1.328
7 S 0.326 0.727 2.317  C3 1.774, H14 1.332
8 H 1.447 1.148 -2.083  C1 1.085
9 H -1.678 0.474 0.452  C2 1.092
10 H 0.538 -1.351 1.081  C3 1.086
11 H -0.990 0.978 -1.917  N4 1.010
12 H 2.524 0.178 -0.011  N5 1.007
13 H -2.853 -1.334 -0.629  S6 1.328
14 H 0.760 -0.193 3.176  S7 1.332

Here are the natural (NBO) charges for atoms 1 to 5, given in e: number 1, C, carries 0.368; number 2, C, carries -0.221; number 3, C, carries -0.185; number 4, N, carries -0.536; number 5, N, carries -0.543

---

Most stable structure: B